(1)
15
Properties=species:S:1:pos:R:3:forces:R:3:lowdin_charge:R:1 method="wB97M-V/def2-TZVPD" homo_ev=-8.0 max_force_ev_per_a=4.78 gap_ev=7.90
C 2.91681 0.00006 0.59160 0.6128 0.0006 -4.7398 -0.49
N 4.06017 -0.00004 0.32346 0.8456 0.0000 1.5082 0.15
C -1.45483 0.00032 -0.62174 -1.2873 -0.0275 -1.5389 -0.35
C -0.95463 1.26606 -0.00584 0.2008 1.2017 0.0646 -0.52
S 0.78139 1.56861 -0.29629 1.4305 -0.9613 0.0979 0.92
C 1.53866 0.00008 0.06673 -0.7694 0.0010 0.8876 -0.84
S 0.78162 -1.56830 -0.29701 1.4258 0.9600 0.1013 0.92
C -0.95456 -1.26643 -0.00529 0.2085 -1.1711 0.0069 -0.52
H -2.55520 -0.00014 -0.51727 0.2926 0.0024 -0.1577 0.12
H -1.22462 0.00006 -1.72441 -0.2166 -0.0004 0.9876 0.13
H -1.35018 2.18064 -0.51798 -0.2098 -0.8541 0.5461 0.09
H -1.15180 1.32698 1.06825 -0.1694 0.0034 -0.1230 0.09
H 2.06821 -0.00012 1.38622 -1.9755 -0.0007 1.8961 0.12
H -1.15113 -1.32713 1.06765 -0.1767 -0.0065 -0.0848 0.09
H -1.34991 -2.18065 -0.51809 -0.2120 0.8525 0.5479 0.09

---

(2)
57
Properties=species:S:1:pos:R:3:forces:R:3:lowdin_charge:R:1 method="wB97M-V/def2-TZVPD" homo_ev="-4.5 / -4.8" max_force_ev_per_a=1.06 multiplicity=5 gap_ev="6.56 / 5.41" total_charge=-1
Ru 0.68734 0.90631 -0.05655 0.2543 0.8535 0.5766 0.75
S -1.34306 3.29255 4.49065 -0.0738 0.1658 0.0005 -0.12
Sb 0.25436 3.21775 2.69703 0.0521 0.0253 -0.4435 0.05
S 2.26262 1.90171 1.08342 -0.5726 -0.2019 -0.0783 0.06
S -0.96106 1.58177 1.30414 0.3977 -0.1425 -0.1861 0.11
S -0.41923 5.20577 1.74198 0.0290 -0.1440 0.2847 -0.28
F 3.94062 -1.80767 -2.78851 0.0825 -0.0961 0.0048 0.14
C 3.97908 -0.65773 -3.44949 -0.1816 0.0631 -0.0036 -0.69
F 4.15896 -0.90437 -4.74587 0.1397 -0.0815 0.0146 0.14
F 4.99870 0.07035 -2.99677 0.1451 -0.0830 -0.0184 0.14
S 2.44344 0.31929 -3.22936 -0.4856 0.0585 0.1552 0.60
O 2.33588 0.48563 -1.78181 0.0978 -0.0715 -0.2922 -0.42
O 2.71027 1.47489 -4.02820 -0.0741 0.0298 0.0382 -0.27
N 1.33389 -0.60613 -3.86854 0.1369 0.0082 0.3273 -0.28
S 0.10910 -1.11732 -2.99440 0.0238 0.3952 -0.2826 0.60
O -0.86165 -1.78153 -3.80785 0.0923 0.1850 -0.1262 -0.27
O -0.38166 -0.06295 -2.12064 -0.0242 -0.7096 0.1567 -0.38
C 0.83124 -2.60401 -2.10209 -0.0915 0.0865 -0.4844 -0.67
F -0.15355 -3.30386 -1.55472 0.2186 -0.1621 -0.1009 0.14
F 1.75550 -2.35530 -1.19796 0.1400 0.0436 -0.0043 0.14
F 1.38810 -3.34364 -3.08381 -0.1252 0.0418 0.3534 0.11
C -2.03450 4.73344 -2.95245 0.0904 -0.0095 0.0801 -0.01
N -0.87405 4.01785 -2.45024 -0.1364 0.0622 -0.1071 -0.11
C 0.43222 4.15578 -2.87030 -0.0847 0.0919 0.0326 -0.04
C 1.16684 3.33839 -2.08004 0.0758 -0.0544 0.3433 -0.13
N 0.33282 2.70501 -1.18266 -0.1588 -0.0638 -0.6548 -0.13
C -0.88886 3.13580 -1.44268 0.2846 0.2038 0.0534 -0.20
H -1.75101 5.27893 -3.84724 0.0294 0.0056 -0.0368 0.09
H -2.40048 5.43653 -2.20706 0.0206 0.0341 0.0356 0.09
H -2.82646 4.03330 -3.20464 -0.0247 -0.0531 -0.0200 0.09
H 0.71819 4.80977 -3.67718 -0.0715 -0.0328 0.0611 0.12
H 2.22780 3.17370 -2.07544 0.0032 -0.0735 -0.0223 0.10
H -1.77207 2.87361 -0.88711 -0.0126 -0.0698 -0.0192 0.09
N 0.42910 -0.81951 0.62178 -0.4504 -0.6178 0.1951 -0.10
C -0.13419 -1.45931 1.56458 0.3583 0.2447 -0.0120 -0.33
C -1.09955 -2.55746 1.25914 0.0831 -0.0364 0.0264 -0.18
C -1.93267 -2.42889 0.15097 -0.1958 0.0117 0.1860 -0.04
C -2.85825 -3.41735 -0.14841 0.0023 0.0059 0.0694 -0.07
C -2.95722 -4.54569 0.65681 0.0224 0.0646 -0.0396 -0.09
C -2.13386 -4.67693 1.76741 0.0568 -0.0019 0.0145 -0.09
C -1.21246 -3.68426 2.07041 0.0242 -0.0567 -0.0234 -0.04
C 0.04525 -1.04026 2.98523 -0.1381 0.0709 0.0081 -0.22
C -1.01439 -1.08562 3.89241 -0.0114 0.0324 -0.0213 -0.04
C -0.87420 -0.54154 5.16214 -0.0165 -0.0040 -0.0314 -0.09
C 0.32858 0.03957 5.54064 -0.0129 -0.0074 0.0231 -0.10
C 1.39298 0.07178 4.64679 0.0058 -0.0183 0.0369 -0.10
C 1.25032 -0.46044 3.37643 0.0031 -0.1229 0.0358 -0.09
H -1.84205 -1.54845 -0.47145 -0.0079 0.0279 0.0025 0.10
H -3.49458 -3.30910 -1.01793 0.0076 -0.0033 0.0131 0.11
H -3.67040 -5.32510 0.41667 -0.0071 0.0271 0.0097 0.10
H -2.20682 -5.55598 2.39687 0.0103 0.0209 -0.0179 0.10
H -0.56414 -3.78856 2.93268 -0.0301 0.0175 -0.0025 0.12
H -1.96516 -1.50678 3.58595 0.0521 0.0253 0.0212 0.12
H -1.71442 -0.54784 5.84772 0.0556 -0.0037 -0.0480 0.10
H 0.43249 0.47621 6.52778 -0.0045 -0.0097 -0.0667 0.10
H 2.33232 0.52784 4.93502 -0.0191 -0.0039 -0.0051 0.11
H 2.06393 -0.41993 2.66670 0.0157 0.0323 -0.0111 0.07

---

(3)
119
Properties=species:S:1:pos:R:3:forces:R:3:lowdin_charge:R:1 method="wB97M-V/def2-TZVPD" homo_ev="-4.5 / -4.5" max_force_ev_per_a=2.39 multiplicity=4 gap_ev="6.37 / 6.36" total_charge=-1
Er -1.72666 0.83788 -0.27435 1.6371 0.6094 -0.1646 1.23
C 2.49296 -2.12724 -6.36579 -0.1060 0.1915 -0.1132 -0.06
C 1.60704 -0.93223 -6.74360 0.0403 -0.0292 -0.1588 -0.56
C 0.37236 -1.42833 -7.51052 0.1772 0.0606 0.0417 -0.05
C 2.41777 -0.02698 -7.67349 -0.1438 -0.0892 0.1903 -0.07
C 1.14391 -0.22114 -5.47910 0.0554 -0.0372 0.0172 -0.19
C 0.56370 -0.97124 -4.46630 -0.0594 0.0678 0.2805 -0.09
C 0.10595 -0.34575 -3.33261 -0.2617 -0.0260 0.4203 -0.47
Br -0.56511 -1.41375 -1.86590 0.7832 -0.0226 -1.1089 1.00
C 0.10530 1.05157 -3.12268 0.0761 -0.5381 -0.3923 -0.42
O -0.43772 1.55164 -2.07352 -0.6349 0.1458 0.4239 -0.27
C 0.77021 1.80255 -4.14314 -0.1381 0.1295 0.5135 -0.09
C 1.25343 1.15246 -5.26340 0.0389 -0.2088 -0.1971 0.01
C 0.92298 3.30717 -3.93666 0.0199 0.1703 -0.0544 -0.53
C -0.47251 3.94153 -3.90185 0.0701 -0.1269 0.1023 -0.03
C 1.75277 3.98375 -5.03627 -0.1892 -0.2156 0.1836 -0.07
C 1.62263 3.55707 -2.59326 -0.1105 -0.0759 -0.0354 -0.04
H 2.89754 -2.60028 -7.25938 0.0440 -0.0939 -0.1140 0.08
H 1.93221 -2.86977 -5.81079 -0.0555 -0.1895 0.1042 0.07
H 3.31601 -1.78961 -5.74214 0.1740 0.0010 0.0827 0.09
H 0.66174 -1.98575 -8.40150 0.0462 -0.0741 -0.1185 0.08
H -0.23961 -0.58156 -7.81426 -0.1000 0.0742 -0.0388 0.09
H -0.23514 -2.07216 -6.88219 -0.1138 -0.1155 0.0788 0.08
H 2.75150 -0.59653 -8.54011 0.0199 -0.0505 -0.0841 0.08
H 3.29503 0.36242 -7.16287 0.1441 0.1083 0.0392 0.08
H 1.81945 0.80767 -8.02936 -0.0409 0.1533 -0.0562 0.08
H 0.45761 -2.04153 -4.52086 0.0389 -0.2022 -0.1222 0.10
H 1.73972 1.74452 -6.01807 0.0864 0.1396 -0.1527 0.08
H -0.99353 3.76668 -4.84136 -0.0710 0.0208 -0.1211 0.09
H -0.40158 5.01412 -3.72841 0.0068 0.1698 -0.0015 0.08
H -1.05036 3.49484 -3.09695 -0.1004 0.0676 -0.0314 0.06
H 1.27387 3.89414 -6.01041 -0.0213 0.0046 -0.1188 0.08
H 2.74971 3.54759 -5.09387 0.1218 -0.0060 -0.0542 0.08
H 1.85550 5.04464 -4.80772 -0.0015 0.0639 0.0274 0.08
H 1.07130 3.05926 -1.80222 0.0281 0.0018 0.1505 0.07
H 1.66732 4.62253 -2.37181 0.0375 0.1768 -0.0343 0.08
H 2.63467 3.15829 -2.61416 0.2088 -0.0072 0.0034 0.07
F -1.27138 -0.54078 1.19176 0.1765 -1.0025 0.8520 -0.48
F -3.61953 2.91511 -1.90274 -0.0013 -0.5799 -0.2013 0.06
B -2.77252 2.99271 -0.83115 -1.1532 1.9925 -0.6283 -0.60
F -2.77842 4.34353 -0.53888 0.4363 -0.0449 0.5814 0.03
S -0.90073 4.77364 5.95455 -0.2606 -0.1675 -0.1542 0.97
C -1.35946 3.73875 4.55707 0.0907 0.2280 0.2606 -0.51
C -0.70144 2.53642 4.36578 -0.1007 0.0363 -0.0425 -0.09
C -0.97895 1.80646 3.21819 0.2060 -0.1098 0.1826 -0.12
N -1.85604 2.20287 2.30863 0.1247 -0.2783 -0.3928 0.07
C -2.52529 3.32449 2.53581 -0.3023 0.2290 -0.1308 -0.10
C -2.31248 4.14028 3.63568 0.1792 -0.1766 0.0409 -0.06
C -2.29325 4.44829 7.02845 0.2269 0.0329 -0.0085 -0.51
C -3.53999 5.01889 6.81184 0.1241 -0.0945 0.1148 -0.07
C -4.54148 4.75418 7.73087 -0.0882 0.1079 -0.1206 -0.15
N -4.37491 3.99461 8.80288 -0.2699 -0.0955 0.2650 0.05
C -3.18214 3.45374 8.99793 0.0673 -0.0644 0.1164 -0.15
C -2.10809 3.64669 8.14756 -0.0936 0.1615 -0.1492 -0.08
H 0.00805 2.18478 5.09573 0.1287 -0.0738 0.0550 0.09
H -0.47314 0.87347 3.01416 0.0316 -0.1528 -0.0865 0.10
H -3.25608 3.59532 1.78938 -0.0141 0.0724 -0.1452 0.10
H -2.85404 5.06490 3.75287 -0.0383 0.0882 -0.0498 0.10
H -3.72208 5.66088 5.96566 -0.0085 0.0666 -0.0836 0.10
H -5.52793 5.18418 7.61665 -0.0556 0.0619 -0.1205 0.10
H -3.08527 2.84194 9.88586 0.0859 -0.0716 0.0355 0.10
H -1.14931 3.19768 8.34580 0.1164 -0.0833 0.0192 0.10
C -0.94994 -9.38714 3.18584 0.0095 0.0769 -0.0573 -0.06
C -1.16807 -8.11415 2.41923 -0.1045 -0.0259 -0.0142 -0.28
C -2.29044 -7.93158 1.62013 0.0812 0.0403 0.1154 -0.04
C -2.46898 -6.75153 0.91208 -0.1335 0.0781 -0.0583 -0.05
C -1.53234 -5.74415 1.01361 -0.1267 0.3801 -0.4349 -0.26
C -0.40382 -5.91642 1.79355 0.1351 0.0347 0.1328 -0.05
C -0.22574 -7.09191 2.49842 -0.1498 0.0910 -0.0595 -0.04
S -1.64497 -4.24618 0.00997 -0.0235 -0.9201 0.7579 0.62
O -2.53881 -4.56431 -1.07190 -0.1217 0.2035 0.2773 -0.29
O -0.27508 -3.91669 -0.26667 -0.0447 0.3234 0.1259 -0.36
N -2.23715 -3.12542 1.05808 0.6712 -0.3732 -0.7901 -0.12
C -3.66028 -2.88052 1.15521 -0.7387 -0.1398 -0.1828 -0.22
C -4.27986 -2.15720 -0.04492 0.3413 0.2078 -0.0428 -0.08
C -3.76372 -0.71538 -0.20392 -1.8725 -1.0797 0.5835 -0.73
O -3.86714 0.08193 0.74707 0.2557 0.1794 0.2614 -0.06
O -3.27337 -0.39681 -1.31211 0.3080 0.0971 -0.8461 -0.16
H -1.73554 -10.10931 2.97929 -0.0573 -0.0658 0.0449 0.07
H -0.92610 -9.18502 4.25702 -0.0111 -0.0782 0.0480 0.08
H 0.00451 -9.83235 2.90771 0.0558 -0.0785 0.0402 0.08
H -3.03297 -8.71581 1.55110 -0.0088 -0.0594 -0.0348 0.11
H -3.31483 -6.61153 0.25878 -0.1572 -0.0225 -0.0807 0.11
H 0.33110 -5.12866 1.80473 0.1645 0.0849 0.1157 0.11
H 0.64792 -7.22815 3.12069 0.1242 0.0157 0.0059 0.11
H -1.70693 -2.25408 1.01532 0.4218 0.3848 0.1711 0.06
H -3.81919 -2.27363 2.05047 0.0384 -0.1642 -0.0138 0.13
H -4.14597 -3.85517 1.27938 -0.1082 0.1689 0.1320 0.11
H -5.36015 -2.10797 0.10482 -0.0362 0.0245 -0.0171 0.12
H -4.06009 -2.70322 -0.96160 -0.1342 0.0251 0.0420 0.10
C 4.59141 1.63283 0.13711 0.0269 0.1330 -0.0014 -0.13
N 3.26898 1.20998 -0.24088 -0.7117 -0.3274 0.7245 -0.28
C 3.22377 0.46412 -1.48022 -0.1126 -0.0249 -0.2460 -0.10
P 2.07328 0.78733 0.88383 1.2631 0.3310 0.7888 0.59
O 0.74534 0.94596 0.28000 -0.4262 -0.1941 -0.1184 -0.32
N 2.32294 1.84486 2.15943 -0.0894 -0.5627 -0.5587 -0.30
C 2.72566 1.50991 3.49830 0.0615 -0.0626 -0.0056 -0.11
C 2.03158 3.23256 1.88609 0.0689 0.2004 -0.1047 -0.10
N 2.38851 -0.72988 1.53959 -0.2327 0.6147 -0.5202 -0.29
C 1.57180 -1.85266 1.11970 -0.3987 -0.2011 -0.0272 -0.13
C 3.73744 -1.10616 1.89466 0.0827 0.0393 0.0269 -0.13
H 4.93734 2.38758 -0.57571 0.1002 -0.0147 0.0236 0.09
H 5.31345 0.80505 0.14179 0.0239 0.0179 0.0047 0.08
H 4.55895 2.08245 1.12520 0.1119 0.0767 0.1107 0.06
H 3.63795 1.06979 -2.28883 -0.0246 -0.0327 -0.0586 0.08
H 2.18959 0.23629 -1.72332 -0.0557 -0.0364 -0.1444 0.06
H 3.79072 -0.47374 -1.42128 0.0580 -0.0359 0.0168 0.09
H 2.56080 0.44985 3.66772 0.0375 -0.0534 0.1264 0.07
H 2.12562 2.07268 4.21665 -0.0178 0.0218 0.0076 0.07
H 3.78132 1.74658 3.68871 0.0180 -0.0032 0.0375 0.08
H 1.58579 3.29544 0.89497 -0.0194 0.2371 -0.0103 0.08
H 2.93632 3.85129 1.91393 -0.0005 0.0475 -0.0254 0.08
H 1.31726 3.62952 2.61404 -0.0119 -0.0212 -0.0150 0.08
H 0.66453 -1.48280 0.65667 -0.0749 -0.0677 0.0945 0.00
H 1.29235 -2.46003 1.98565 -0.0001 -0.0286 0.0121 0.09
H 2.08601 -2.49551 0.39766 0.0843 0.0718 -0.0047 0.09
H 4.33196 -0.22401 2.11431 0.1530 0.0208 0.0739 0.06
H 4.23291 -1.67587 1.09759 -0.0290 0.0742 -0.0369 0.09
H 3.71831 -1.74256 2.78582 0.0228 0.0416 0.0118 0.09